This record from the OMol25 dataset describes a molecular structure, C10H20N2O6Ti at a distorted geometry. The level of theory is ωB97M-V with the def2-TZVPD basis set.

Atoms and positions in Å:
Ti: 0.53085 -0.83076 -1.87532
C: 0.81820 -1.59576 -4.44340
O: 1.31212 -1.72517 -5.54608
O: 1.27341 -2.23454 -3.48072
O: -0.07961 -0.76679 -4.18926
C: 0.26446 -1.88966 2.02987
C: 0.79507 -2.63673 0.85856
O: 0.19573 -2.61977 -0.23235
C: 2.02310 -3.52628 1.07515
H: -0.82284 -1.81523 2.01165
H: 0.78381 -0.93621 2.12633
H: 0.46269 -2.48238 2.92290
H: 2.56098 -3.66291 0.13700
H: 1.71600 -4.52326 1.39106
H: 2.64238 -3.22719 1.92081
C: 2.51899 1.01498 1.63092
C: 2.09818 1.52496 0.24074
O: 2.15171 0.66102 -0.66927
N: 1.66459 2.76840 0.11202
C: 1.10385 3.18240 -1.17322
H: 3.32356 1.53479 2.15108
H: 2.86917 -0.01449 1.55567
H: 1.67442 1.12121 2.31174
H: 1.59286 3.36158 0.92631
H: 1.88654 3.03583 -1.91755
H: 0.87863 4.24760 -1.22560
H: 0.28012 2.51566 -1.42821
C: -1.94394 1.02731 1.32726
C: -2.08893 0.46117 -0.03639
O: -1.04864 0.11642 -0.57326
N: -3.21945 0.45107 -0.70716
C: -4.52321 0.88436 -0.19117
H: -2.17816 0.12842 1.89755
H: -2.71588 1.77688 1.50151
H: -0.94398 1.40329 1.54369
H: -3.20142 0.31387 -1.70763
H: -4.78957 1.83990 -0.64294
H: -4.61124 0.96803 0.89204
H: -5.25456 0.14797 -0.52432

Output
<S²> ... 6.006
Frontier orbital gap (spin up / spin down) ... 2.42 / 5.74 eV
HOMO level (spin up / spin down) ... 2.234 / -0.885 eV
2S+1 ... 5
Charge ... -2